Molecular formula: C25H58BaN2O2Si3
Method: DFT, the ωB97M-V functional and the def2-TZVPD basis

Properties
**DFT total energy**: -2141.3992 Eh
**Highest occupied orbital energy**: -6.12 eV

The geometry in ORCA input format:
```
! RIJCOSX wB97M-V def2-TZVPD def2/J DEFGRID3
* xyz 0 1
C 2.1703 1.1871 -4.9715
H -1.4578 -3.7561 -1.1337
C -1.7077 1.4507 5.6066
H -2.6494 1.8840 0.9765
C 1.2764 1.9507 5.5123
H 6.2270 0.2261 -1.3759
H -1.5878 2.1951 -4.5921
Si -4.0822 -0.2345 0.9229
H -0.6982 2.9441 -5.9332
O -0.9770 -1.0456 -1.7367
H -5.4210 -0.3567 -1.1869
Ba -0.6970 -0.0423 0.6448
H -1.6889 2.2160 6.3986
H 2.8047 -0.7663 1.6867
H -2.0471 -3.4307 -2.7987
H 2.1187 2.3267 4.9133
H -1.6439 0.4671 6.0964
H -5.1645 1.0778 2.7604
C -3.3088 1.3695 0.2511
C 0.8495 -3.5852 3.8673
C -1.7859 -0.2992 -2.7118
H 2.8380 2.0027 -4.6396
H -2.7992 -0.2698 -2.2822
H -0.5970 4.1432 4.1392
H -1.2222 3.9529 -4.5758
Si 4.0005 0.3103 -0.2929
H 1.5898 1.0115 5.9915
C 3.3477 0.1637 1.4672
C -2.9570 -1.6914 0.8785
H 3.9588 -1.8998 -1.5136
C 0.6359 -2.9817 2.6261
C -4.5089 0.1949 2.7031
N 0.3436 -1.6838 2.5146
H 2.6946 1.0121 1.7374
H 3.0476 2.6000 -0.0198
H 0.3305 3.4887 2.7762
H 2.3271 -1.1223 -1.4281
C 3.5136 2.0398 -0.8422
C -5.6084 -0.5625 -0.1228
C -0.8491 2.9613 -4.8487
H -2.7673 1.2528 -0.7061
C 0.2468 -0.8821 3.6364
H 4.4131 2.5961 -1.1377
H -4.1155 2.0872 0.0377
C 0.4574 2.6698 -4.1295
H -1.3654 0.7165 -2.7212
H -2.6749 1.5162 5.0876
C 0.7600 -2.8094 5.0264
H -2.7726 -2.2665 1.8068
H 1.4663 -3.4099 0.6654
H 0.3247 2.6677 -3.0410
Si -0.2529 1.7256 4.4430
H 3.5015 -0.5205 -2.5857
H 1.0661 2.6802 6.3092
H -3.0200 -2.4123 0.0465
H 4.2182 0.2003 2.1447
H 3.1107 0.9144 -6.8918
H -0.2745 -3.7293 0.8178
H 0.5724 -2.3462 -1.5276
C 3.4118 -0.9500 -1.5607
H -2.5984 -0.2984 -4.6557
H 1.7564 2.0565 -6.8955
H -0.8765 -0.6706 -4.6299
H -0.5629 -4.3093 -2.5673
H 2.8126 2.0366 -1.6890
H -1.4364 3.2634 2.8487
H -2.0788 -1.9156 -4.1616
O 0.8561 1.3337 -4.4335
H 0.8912 -3.2545 6.0142
C -1.8228 -0.8576 -4.1177
C -0.2933 -2.2613 -2.1962
C -1.1624 -3.4947 -2.1578
N -0.0787 0.3823 3.3609
C 0.4662 -1.4572 4.9306
H 1.0443 -4.6544 3.8899
H 1.4308 0.3138 -6.8019
C 2.1159 1.1083 -6.4890
H -5.8990 -1.6186 -0.0441
H -5.0327 -0.6445 3.1813
H 6.1077 -0.9565 -0.0555
H 0.3595 -0.8093 5.8020
H 6.4036 0.7515 0.3168
H -3.6077 0.4044 3.3017
H 0.9054 -4.8298 1.5793
H 2.5269 0.2484 -4.5353
C 0.6877 -3.7793 1.3502
C -0.5162 3.2903 3.4484
H -6.4677 0.0475 0.1870
H 0.0785 -2.0893 -3.2201
H 1.2066 3.4429 -4.3942
C 5.8632 0.0733 -0.3515
*
```